Here is C47H49AsF6N8OTi as an isolated structure from OMol25. Energies are from the ωB97M-V functional and the def2-TZVPD basis.

Structure (ORCA input):
```
! wB97M-V def2-TZVPD RIJCOSX def2/J DEFGRID3
* xyz 3 2
Ti 0.6698 -0.8022 -0.8546
C -2.4329 -2.4569 1.9081
C -1.6645 -2.2043 0.7791
N -0.6353 -1.3579 0.8220
C -0.3599 -0.7942 2.0130
C -1.1516 -1.0436 3.1230
N -2.1901 -1.8645 3.0661
C 0.9117 -0.0737 2.0428
C 1.3817 0.7276 3.0602
C 2.6473 1.3061 2.9414
C 3.4258 0.9641 1.8207
C 2.8944 0.1452 0.8555
N 1.6360 -0.3266 0.9477
C 3.5982 -0.4132 -0.3070
C 4.9662 -0.3344 -0.5290
N 5.5537 -0.9976 -1.5135
C 4.7916 -1.7610 -2.2821
C 3.4163 -1.8334 -2.1006
N 2.8177 -1.1461 -1.1265
C 3.1527 2.2386 3.9601
C 3.9836 3.2959 3.5992
C 4.4102 4.1728 4.5881
N 4.0750 4.0365 5.8648
C 3.2957 3.0200 6.2135
C 2.7994 2.1004 5.2993
H -3.2639 -3.1489 1.8607
H -1.8670 -2.7142 -0.1473
H -0.9273 -0.5899 4.0801
H 0.7543 0.9540 3.9111
H 4.4414 1.3244 1.7425
H 5.6033 0.2627 0.1112
H 5.2731 -2.3268 -3.0700
H 2.8030 -2.4455 -2.7448
H 4.2730 3.4713 2.5707
H 5.0443 5.0149 4.3398
H 3.0568 2.9314 7.2661
H 2.1881 1.2789 5.6496
C 0.4095 3.2088 -3.2692
C -0.5571 2.0428 -3.4658
C -1.3065 2.1744 -4.7997
C -1.6020 1.8737 -2.3647
C -2.3300 3.0061 -2.0344
C -3.4834 2.9369 -1.2734
C -3.9890 1.7033 -0.9177
C -3.3164 0.5251 -1.2260
C -4.0488 -0.7794 -0.9678
C -4.7986 -0.8026 0.3657
C -5.0358 -1.0414 -2.1159
C -2.0599 0.6373 -1.8648
N -1.2259 -0.5445 -1.9399
C -1.5764 -1.5620 -2.6505
C -0.7993 -2.7554 -2.5264
C -0.8816 -3.9819 -3.2285
C 0.0161 -4.8067 -2.6261
C 0.6384 -4.0666 -1.5310
N 0.1783 -2.8044 -1.5289
C 1.4807 -4.7326 -0.4935
C 2.6384 -5.4963 -1.1588
C 2.0172 -3.7963 0.5854
C 0.5233 -5.7551 0.1786
H 1.0957 3.2687 -4.1146
H 0.9945 3.1008 -2.3570
H -0.1189 4.1596 -3.2352
H 0.0682 1.1128 -3.4896
H -1.9213 3.0736 -4.7846
H -1.9707 1.3264 -4.9736
H -0.6162 2.2599 -5.6386
H -2.0218 3.9683 -2.4203
H -4.0241 3.8400 -1.0239
H -4.9449 1.6520 -0.4160
H -3.3339 -1.6036 -0.9607
H -5.6685 -0.1474 0.3458
H -4.1693 -0.4852 1.1981
H -5.1755 -1.8060 0.5670
H -5.8030 -0.2668 -2.1387
H -5.5342 -2.0020 -1.9826
H -4.5504 -1.0337 -3.0939
H -2.4326 -1.5275 -3.3184
H -1.5444 -4.2024 -4.0504
H 0.2247 -5.8373 -2.8643
H 3.3206 -4.8210 -1.6780
H 2.2883 -6.2470 -1.8660
H 3.2060 -6.0153 -0.3869
H 2.8461 -3.1893 0.2285
H 2.3972 -4.3940 1.4137
H 1.2352 -3.1508 0.9927
H 0.1120 -6.4693 -0.5334
H -0.3000 -5.2507 0.6881
H 1.0925 -6.3151 0.9205
F 0.9412 0.8745 -1.2457
As 1.4704 -0.0470 -4.6423
F 2.5054 0.9065 -3.7061
F 1.4708 1.0890 -5.8700
F 2.5089 -1.2192 -5.2145
F -0.0343 -0.6474 -5.1204
F 1.1282 -0.9182 -3.1041
C -0.0351 3.6951 0.6408
C -0.8237 2.6093 1.3201
O -0.8802 1.4933 0.8099
C -1.4713 2.8543 2.6243
C -1.0864 3.9105 3.4508
C -1.6665 4.0637 4.7015
C -2.6495 3.1796 5.1226
C -3.0534 2.1322 4.2979
C -2.4617 1.9658 3.0605
H -0.2463 3.6476 -0.4260
H 1.0313 3.4862 0.7715
H -0.2460 4.6948 1.0093
H -0.3248 4.6116 3.1322
H -1.3631 4.8810 5.3413
H -3.1128 3.3113 6.0912
H -3.8366 1.4614 4.6251
H -2.7790 1.1726 2.3943
*
```

Properties
Kohn-Sham gap (alpha / beta), eV: 5.84 / 4.91
Energy relative to the best compared isomer or geometry (same formula, charge and spin), kcal per mole: 17.7
HOMO energy (alpha / beta), eV: -15.96 / -15.96

***

Here is C47H50IrN6O3 as an isolated structure from OMol25. Energies are from the ωB97M-V functional and the def2-TZVPD basis.

Structure (ORCA input):
```
! wB97M-V def2-TZVPD RIJCOSX def2/J DEFGRID3
* xyz 1 1
Ir 0.3441 0.6037 -0.2273
C 1.7323 -1.9956 -3.3639
C 1.0130 -1.0139 -2.5074
N 1.2094 -0.8699 -1.2447
N 2.3242 -1.4103 -0.6243
C 2.8578 -0.4509 0.1013
O 2.3482 0.7410 0.2039
C 4.0989 -0.7368 0.8533
C 4.6961 -1.9939 0.7868
C 5.8372 -2.2550 1.5258
C 6.3885 -1.2648 2.3294
C 5.7964 -0.0113 2.3946
C 4.6514 0.2540 1.6601
C 0.1437 0.0331 -3.0498
C -0.3938 -0.0043 -4.3237
C -1.1622 1.0603 -4.7629
C -1.3758 2.1239 -3.9043
C -0.8067 2.1006 -2.6439
N -0.0286 1.1005 -2.2251
H 2.4675 -2.5329 -2.7730
H 2.2275 -1.4942 -4.1960
H 1.0210 -2.7128 -3.7799
H 4.2607 -2.7553 0.1546
H 6.3019 -3.2306 1.4725
H 7.2830 -1.4706 2.9026
H 6.2291 0.7612 3.0164
H 4.1795 1.2260 1.7005
H -0.2200 -0.8675 -4.9502
H -1.6004 1.0506 -5.7514
H -1.9904 2.9655 -4.1884
H -1.0139 2.8843 -1.9345
C -2.5811 4.8164 4.5684
C -1.6797 5.4042 3.4780
C -0.4949 6.1314 4.1338
C -2.4979 6.4045 2.6527
C -1.1111 4.3100 2.5863
C -0.7206 4.5631 1.2738
C -0.2436 3.5401 0.4852
N -0.1180 2.2903 0.9265
C -0.3784 2.0466 2.2197
C -0.8958 3.0183 3.0551
C -0.0654 0.6730 2.6588
C -0.0396 0.2825 3.9835
C 0.2835 -1.0249 4.3321
C 0.5118 -1.9103 3.2799
C 0.4968 -1.4604 1.9762
N 0.2534 -0.1804 1.6717
C 0.4553 -1.4490 5.7836
C -0.1137 -2.8524 6.0137
C 1.9668 -1.4548 6.0686
C -0.2363 -0.4804 6.7463
H -3.0467 5.6285 5.1266
H -2.0226 4.2164 5.2882
H -3.3753 4.2006 4.1420
H -0.8632 6.9352 4.7731
H 0.1638 6.5693 3.3820
H 0.0946 5.4491 4.7490
H -2.9959 7.1045 3.3234
H -3.2631 5.9005 2.0599
H -1.8719 6.9944 1.9827
H -0.8072 5.5485 0.8414
H 0.0613 3.7218 -0.5347
H -1.1466 2.7558 4.0710
H -0.2565 1.0141 4.7452
H 0.7347 -2.9529 3.4555
H 0.6909 -2.1273 1.1478
H 0.4452 -3.6202 5.4779
H -1.1608 -2.9065 5.7118
H -0.0583 -3.0956 7.0750
H 2.4920 -2.1391 5.4003
H 2.1465 -1.7747 7.0962
H 2.3946 -0.4588 5.9403
H -1.2996 -0.3783 6.5193
H 0.2220 0.5097 6.7355
H -0.1465 -0.8601 7.7638
C -2.3177 -5.4683 3.5977
C -2.0441 -5.0461 2.1779
C -1.3150 -5.8956 1.3561
C -1.0508 -5.5486 0.0392
C -1.5661 -4.3745 -0.4686
C -2.3095 -3.5089 0.3394
N -2.7612 -2.3304 -0.2859
C -3.8884 -1.5738 0.0122
C -5.0919 -2.2371 0.2770
C -6.2500 -1.5341 0.5373
C -6.2507 -0.1420 0.5154
C -5.0745 0.5225 0.2363
C -3.8834 -0.1650 -0.0090
C -2.6606 0.6740 -0.2165
O -2.6926 1.8957 -0.1836
O -1.5710 -0.0212 -0.4411
C -2.5108 -3.8125 1.6922
C -3.1519 -2.8280 2.6351
H -1.9979 -6.4965 3.7572
H -3.3799 -5.4033 3.8391
H -1.7867 -4.8418 4.3167
H -0.9568 -6.8380 1.7513
H -0.4804 -6.2123 -0.5975
H -1.4362 -4.1181 -1.5136
H -2.0234 -1.7966 -0.7142
H -5.0944 -3.3202 0.2632
H -7.1662 -2.0741 0.7400
H -7.1605 0.4104 0.7058
H -5.0398 1.6033 0.2095
H -2.9043 -1.8022 2.3559
H -2.8036 -2.9901 3.6542
H -4.2420 -2.8976 2.6444
*
```

Properties
Kohn-Sham gap, eV: 6.23
Energy relative to the best compared isomer or geometry (same formula, charge and spin), kcal per mole: 14.4
HOMO energy, eV: -9.43

***

Here is C47H51FeN2O8P2S4 as an isolated structure in a non-equilibrium geometry from OMol25. Energies are from the ωB97M-V functional and the def2-TZVPD basis.

Structure (ORCA input):
```
! wB97M-V def2-TZVPD RIJCOSX def2/J DEFGRID3
* xyz 0 6
Fe 10.3771 -22.0680 4.5304
O 10.9126 -20.0546 5.0383
P 10.2431 -18.7209 4.8532
C 9.1090 -18.7513 3.5105
P 9.8752 -19.7013 2.1424
O 10.7636 -20.8258 2.5517
C 10.7351 -18.4259 1.2159
C 12.1298 -18.4551 1.2960
C 12.7658 -17.3883 0.7683
C 12.0897 -16.3693 0.0954
C 10.7294 -16.4336 -0.0639
C 10.0343 -17.4458 0.5333
C 8.5152 -20.2066 1.0031
C 8.9658 -20.3966 -0.3437
C 8.0217 -20.9028 -1.2886
C 6.6635 -21.0646 -0.9067
C 6.2297 -20.7035 0.3892
C 7.1985 -20.3313 1.3665
C 11.4786 -17.4562 4.5881
C 11.1741 -16.1629 4.2365
C 12.1584 -15.2496 4.2451
C 13.5157 -15.5706 4.3873
C 13.8608 -16.8915 4.5762
C 12.8316 -17.8394 4.7233
C 9.2982 -18.0427 6.2746
C 7.8970 -17.9397 6.1017
C 7.1443 -17.4734 7.2001
C 7.7279 -17.1638 8.3909
C 9.1083 -17.2966 8.5188
C 9.9034 -17.7539 7.4899
H 8.8061 -17.7497 3.1610
H 8.2860 -19.3776 3.8802
H 12.7500 -19.1875 1.8214
H 13.8697 -17.3287 0.8269
H 12.6475 -15.5745 -0.3580
H 10.1649 -15.7435 -0.6784
H 8.9536 -17.5567 0.3746
H 9.9954 -20.1844 -0.6527
H 8.3462 -21.2758 -2.2292
H 5.9447 -21.4537 -1.5675
H 5.1992 -20.9002 0.7223
H 6.8702 -20.1292 2.3759
H 10.1463 -15.9791 3.8509
H 11.8624 -14.2357 4.0110
H 14.2261 -14.7670 4.4258
H 14.9162 -17.1607 4.5953
H 13.0366 -18.9059 4.7601
H 7.3670 -18.1750 5.1320
H 6.0596 -17.4620 7.1359
H 7.1538 -16.7150 9.1969
H 9.4349 -16.9803 9.5600
H 10.9603 -17.9193 7.6399
O 8.2695 -23.8695 8.0412
C 9.0712 -24.9481 8.0516
C 8.6353 -26.0518 8.9185
C 9.5286 -27.0886 9.2105
C 10.8031 -27.0913 8.6241
C 11.2220 -26.0417 7.8609
C 10.3512 -24.9371 7.5487
C 10.8067 -23.9725 6.5426
O 9.9326 -23.0752 6.1811
N 11.9888 -24.1062 6.1318
N 12.4022 -23.0450 5.2540
C 13.0723 -23.6628 4.1882
S 13.2094 -22.9389 2.6671
C 13.9821 -24.4839 1.9101
C 15.0334 -24.9576 2.9573
S 14.0295 -25.1399 4.4974
H 8.6522 -23.2917 7.3302
H 7.6220 -26.1547 9.2757
H 9.2142 -27.9000 9.7689
H 11.4869 -27.9372 8.7455
H 12.2144 -26.0422 7.5006
H 14.3217 -24.2516 0.8657
H 13.2355 -25.2525 1.8865
H 15.8356 -24.1926 3.1428
H 15.4817 -25.8943 2.7508
C 13.0752 -21.9772 6.0117
C 14.3646 -22.3085 6.7372
C 15.5175 -21.6639 6.3383
C 16.7186 -21.8830 7.0144
C 16.8133 -22.9544 7.8636
C 15.6668 -23.7341 8.1769
C 14.4422 -23.3443 7.6878
H 13.2880 -21.3235 5.1545
H 12.2892 -21.5567 6.6654
H 15.4508 -20.8856 5.5362
H 17.5022 -21.1772 6.8595
H 17.7628 -23.2082 8.3336
H 15.6796 -24.4143 8.9597
H 13.4907 -23.7466 8.0336
C 10.4498 -26.6359 4.3958
C 9.5618 -26.3005 3.2003
S 10.2018 -24.8063 2.3360
O 9.8052 -23.6618 3.2176
C 9.0231 -24.7279 0.9461
C 7.5930 -24.4217 1.2648
H 9.8672 -27.2787 5.0968
H 10.8356 -25.7489 4.9754
H 11.4436 -27.0592 4.1738
H 8.5337 -26.2047 3.4738
H 9.6215 -27.1333 2.5244
H 9.1521 -25.6560 0.3227
H 9.4089 -23.8655 0.3929
H 7.1383 -25.2389 1.7403
H 6.9401 -24.1705 0.4057
H 7.4530 -23.5706 1.9653
C 6.3950 -22.9802 4.8299
S 7.1512 -21.3771 5.1315
O 7.5482 -21.3006 6.5445
O 6.2339 -20.3099 4.7632
O 8.3737 -21.3607 4.2642
H 5.4176 -22.8896 5.4025
H 6.9502 -23.6976 5.3773
H 6.3303 -23.0786 3.7288
*
```

Properties
Kohn-Sham gap (alpha / beta), eV: 6.24 / 7.81
Energy relative to the best compared isomer or geometry (same formula, charge and spin), kcal per mole: 17.2
HOMO energy (alpha / beta), eV: -6.01 / -7.59

***

Here is C47H51N7O4RhSSi as an isolated structure in a non-equilibrium geometry from OMol25. Energies are from the ωB97M-V functional and the def2-TZVPD basis.

Structure (ORCA input):
```
! wB97M-V def2-TZVPD RIJCOSX def2/J DEFGRID3
* xyz -1 5
Rh 0.0297 -0.0691 -0.5438
C -2.7245 2.7123 -0.0125
C -1.9146 3.4558 -1.0793
C -0.7052 2.6565 -1.6024
N -0.0582 1.9931 -0.4987
C 0.7336 2.6731 0.3195
C 1.3949 3.8557 -0.0250
C 2.1218 4.7271 0.7660
C 2.1192 4.8559 2.1393
C 1.3805 4.0801 3.0393
C 0.8051 2.8602 2.8279
C 0.8626 2.0471 1.6488
N 0.8670 0.7594 1.6504
C 0.9153 -0.0084 2.8630
C 1.7028 -1.3075 2.6572
C 1.1219 -2.2089 1.5371
N -0.1003 -1.6614 1.0359
C -1.2559 -2.2596 0.9852
C -1.4357 -3.6505 1.2170
C -2.5748 -4.3825 1.4388
C -3.8906 -3.9486 1.5751
C -4.3670 -2.6752 1.3230
C -3.7047 -1.5802 0.8090
C -2.3424 -1.3789 0.5110
N -1.9366 -0.3374 -0.1996
C -2.8909 0.3214 -1.0709
C -3.6057 1.5642 -0.5076
H -3.3835 3.4392 0.4747
H -2.0375 2.3199 0.7387
H -1.5328 4.3733 -0.6225
H -2.5578 3.7360 -1.9161
H -0.0290 3.3372 -2.1346
H -1.0314 1.9087 -2.3265
H 1.4156 4.0766 -1.0833
H 2.6944 5.4691 0.2242
H 2.6765 5.6859 2.5563
H 1.3017 4.4818 4.0439
H 0.2551 2.4201 3.6514
H -0.1123 -0.2525 3.1701
H 1.4046 0.5533 3.6736
H 1.6921 -1.8501 3.6060
H 2.7384 -1.0487 2.4294
H 1.0033 -3.2217 1.9443
H 1.8348 -2.2656 0.7069
H -0.5180 -4.2242 1.1819
H -2.4196 -5.4477 1.5658
H -4.6233 -4.6848 1.8789
H -5.4269 -2.5229 1.4988
H -4.3420 -0.7291 0.6191
H -3.6665 -0.4029 -1.3594
H -2.3655 0.5934 -1.9901
H -4.2273 1.2562 0.3381
H -4.2759 1.9288 -1.2912
C 2.0075 -4.7652 -4.1433
C 1.7251 -3.8863 -2.9265
C 2.9290 -2.9853 -2.6686
C 1.5061 -4.7803 -1.7059
Si 0.1612 -2.7447 -3.0939
O 0.0109 -1.8564 -1.8072
C 0.1131 -1.6176 -4.6343
C -0.9571 -0.7266 -4.6712
C -1.0528 0.2548 -5.6401
C -0.0663 0.3680 -6.6081
C 0.9922 -0.5239 -6.6116
C 1.0686 -1.5056 -5.6352
C -1.4067 -3.8297 -3.2804
C -2.4782 -3.5870 -2.4298
C -3.6569 -4.3034 -2.5219
C -3.7810 -5.3037 -3.4711
C -2.7313 -5.5528 -4.3397
C -1.5677 -4.8080 -4.2543
H 2.9510 -5.3059 -4.0252
H 2.0800 -4.1753 -5.0529
H 1.2186 -5.5008 -4.2796
H 3.8377 -3.5675 -2.4981
H 2.7428 -2.3626 -1.7970
H 3.1099 -2.3266 -3.5139
H 2.3913 -5.3837 -1.4926
H 0.6593 -5.4459 -1.8649
H 1.2887 -4.1698 -0.8336
H -1.7226 -0.8084 -3.9110
H -1.8916 0.9426 -5.6370
H -0.1121 1.1558 -7.3472
H 1.7724 -0.4375 -7.3562
H 1.9094 -2.1813 -5.6592
H -2.3686 -2.8200 -1.6791
H -4.4758 -4.0814 -1.8496
H -4.6900 -5.8865 -3.5361
H -2.8203 -6.3288 -5.0896
H -0.7703 -4.9927 -4.9600
O 6.0290 2.1615 -8.4870
S 4.9866 1.4556 -7.7741
O 4.7094 0.1068 -8.2356
O 3.8241 2.2537 -7.4525
C 5.7250 1.0439 -6.1035
N 7.0131 0.8380 -6.0478
C 7.4155 0.5105 -4.7884
C 6.5664 0.4127 -3.7239
C 5.1734 0.6334 -3.9259
N 4.8209 0.9533 -5.2154
C 4.1276 0.5412 -2.9875
C 4.2652 0.3172 -1.5899
C 3.1557 0.1826 -0.8010
N 1.8960 0.2289 -1.2735
C 1.7492 0.4841 -2.5981
C 2.7878 0.6629 -3.4533
H 8.4776 0.3282 -4.6931
H 6.9384 0.1572 -2.7453
H 5.2429 0.2645 -1.1365
H 3.2500 0.0446 0.2680
H 0.7314 0.5115 -2.9787
H 2.6201 0.8579 -4.5010
*
```

Properties
Kohn-Sham gap (alpha / beta), eV: 5.95 / 3.69
HOMO energy (alpha / beta), eV: -3.80 / -5.10